# 1
Formula: C13H33N7O9Sr
Source: the Open Molecules 2025 dataset
Level of theory: ωB97M-V/def2-TZVPD

Each line ends with the Löwdin charge.
CARTESIAN COORDINATES (ANGSTROEM)
Sr  -0.08  -0.31  0.24  1.577
C  4.22  -2.01  0.22  -0.002
C  2.76  -1.73  0.01  -0.714
O  2.44  -0.89  -0.88  -0.118
O  1.89  -2.16  0.80  -0.110
H  4.28  -3.11  0.23  0.080
H  4.54  -1.66  1.20  0.080
H  4.85  -1.57  -0.55  0.074
C  -4.27  1.05  0.97  -0.004
C  -2.82  0.77  0.63  -0.728
O  -1.90  1.13  1.40  -0.138
O  -2.54  0.16  -0.44  -0.136
H  -4.85  1.27  0.07  0.074
H  -4.43  1.80  1.74  0.072
H  -4.68  0.12  1.38  0.080
C  2.12  2.48  -0.47  -0.646
O  1.03  1.91  -0.38  -0.093
N  3.24  1.80  -0.84  0.177
N  2.27  3.80  -0.22  0.167
H  3.14  0.80  -1.01  0.067
H  4.09  2.32  -1.02  0.092
H  1.44  4.32  0.03  0.109
H  3.18  4.19  -0.33  0.093
C  -0.53  -2.42  3.35  -0.666
O  -1.11  -1.81  2.45  -0.019
N  0.74  -2.90  3.24  0.173
N  -1.11  -2.67  4.55  0.157
H  1.25  -2.66  2.39  0.052
H  0.98  -3.74  3.74  0.095
H  -0.61  -3.07  5.32  0.093
H  -2.12  -2.58  4.55  0.108
C  0.89  0.86  3.44  -0.641
O  1.16  0.65  2.25  -0.080
N  -0.39  0.97  3.85  0.179
N  1.80  0.95  4.45  0.163
H  -0.71  0.98  4.79  0.101
H  -1.04  0.96  3.06  0.067
H  2.76  0.68  4.32  0.104
H  1.45  1.16  5.36  0.087
C  -1.14  -3.72  -0.22  -0.121
O  -0.69  -2.56  -0.84  -0.287
C  -1.13  -2.48  -2.19  -0.195
C  -0.35  -1.40  -2.92  -0.199
N  -0.55  0.00  -2.49  -0.118
C  -0.28  0.94  -3.58  -0.162
C  -0.82  2.33  -3.25  -0.212
O  -0.95  3.10  -4.44  -0.186
C  -1.62  4.33  -4.25  -0.118
H  -2.17  -3.77  0.15  0.102
H  -0.52  -3.92  0.66  0.082
H  -0.91  -4.63  -0.78  0.096
H  -2.19  -2.19  -2.22  0.133
H  -1.09  -3.45  -2.68  0.126
H  -0.58  -1.48  -3.99  0.115
H  0.72  -1.61  -2.82  0.117
H  -1.54  0.03  -2.24  0.071
H  -0.76  0.52  -4.47  0.120
H  0.80  1.08  -3.58  0.130
H  -0.27  2.83  -2.45  0.110
H  -1.83  2.24  -2.83  0.125
H  -2.71  4.21  -4.24  0.085
H  -1.42  5.10  -5.00  0.082
H  -1.33  4.69  -3.26  0.082

Its multiplicity is 1. The calculation puts the HOMO-LUMO gap at 9.12 eV. For the HOMO energy, the calculation gives -0.3193 hartree.


# 2
Formula: C5H12O
Source: the Open Molecules 2025 dataset
Level of theory: ωB97M-V/def2-TZVPD

Each line ends with the Löwdin charge.
CARTESIAN COORDINATES (ANGSTROEM)
C  -2.68  0.44  -0.44  -0.132
C  -1.16  0.50  -0.51  -0.331
C  -0.52  0.60  0.88  -0.131
C  1.90  -1.66  0.48  -0.055
O  2.69  -0.63  0.54  -0.156
C  2.78  0.39  -0.25  -0.061
H  -3.01  -0.44  0.14  0.072
H  -3.13  0.37  -1.43  0.067
H  -3.08  1.33  0.06  0.071
H  -0.85  1.37  -1.11  0.101
H  -0.77  -0.39  -1.03  0.088
H  -0.92  1.45  1.43  0.076
H  -0.72  -0.30  1.47  0.074
H  2.00  -2.37  1.28  0.070
H  1.21  -1.75  -0.36  0.072
H  3.55  1.10  0.01  0.067
H  0.57  0.73  0.81  0.033
H  2.18  0.42  -1.15  0.077

Its multiplicity is 1. The calculation puts the HOMO-LUMO gap (spin up / spin down) at 8.29 / 8.34 eV. For the HOMO energy (spin up / spin down), the calculation gives -0.2750 / -0.2758 hartree.


# 3
Formula: C13H23B3INO7
Source: the Open Molecules 2025 dataset
Level of theory: ωB97M-V/def2-TZVPD

Each line ends with the Löwdin charge.
CARTESIAN COORDINATES (ANGSTROEM)
H  -1.17  4.37  0.97  0.045
N  -0.44  3.77  0.58  0.090
C  -0.85  3.17  -0.45  -0.267
C  -2.22  3.25  -1.06  -0.024
B  -3.03  1.94  -0.81  -0.530
O  -4.40  1.84  -1.01  0.277
B  -4.91  0.59  -0.75  -0.298
O  -4.47  -0.05  0.39  0.270
B  -3.09  -0.01  0.55  -0.541
C  -2.31  -0.82  1.63  -0.086
C  -1.60  -2.05  1.01  -0.298
C  -0.46  -1.71  0.07  -0.618
I  1.15  -0.65  1.00  0.852
O  -2.39  0.80  -0.34  0.264
H  -0.15  2.50  -0.95  0.096
H  -2.74  4.13  -0.66  0.120
H  -2.12  3.34  -2.15  0.099
H  -5.61  0.03  -1.54  0.122
H  -2.98  -1.15  2.42  0.115
H  -1.55  -0.17  2.07  0.073
H  -1.24  -2.70  1.81  0.107
H  -2.32  -2.62  0.42  0.121
H  -0.77  -1.07  -0.76  0.034
H  -0.01  -2.61  -0.34  0.041
O  -2.01  2.19  -4.16  0.125
C  -0.84  2.04  -4.34  -0.477
C  0.00  2.40  -5.55  -0.069
C  1.29  1.61  -5.32  -0.147
C  1.33  1.51  -3.80  -0.145
O  -0.05  1.49  -3.39  0.009
H  0.17  3.48  -5.52  0.134
H  -0.53  2.15  -6.46  0.126
H  2.18  2.07  -5.74  0.116
H  1.18  0.61  -5.75  0.118
H  1.81  2.38  -3.34  0.130
H  1.81  0.61  -3.43  0.126
O  2.89  -5.37  5.57  0.121
C  3.22  -4.36  5.02  -0.490
C  3.87  -3.13  5.62  -0.077
C  3.66  -2.06  4.55  -0.153
C  3.60  -2.90  3.28  -0.171
O  3.04  -4.16  3.69  0.020
H  4.93  -3.36  5.78  0.130
H  3.42  -2.90  6.59  0.124
H  4.43  -1.30  4.52  0.114
H  2.70  -1.57  4.71  0.116
H  4.60  -3.09  2.87  0.127
H  2.96  -2.48  2.51  0.028

As for the structure (SMILES): [H]/N=C\CB1OBOB(CCCI)O1.O=C1CCCO1.O=C1CCCO1. Its multiplicity is 1. The calculation puts the HOMO-LUMO gap at 9.83 eV. For the HOMO energy, the calculation gives -0.3456 hartree.


# 4
Formula: C26H46FO14P
Source: the Open Molecules 2025 dataset
Level of theory: ωB97M-V/def2-TZVPD

Each line ends with the Löwdin charge.
CARTESIAN COORDINATES (ANGSTROEM)
C  2.91  -1.92  0.37  -0.133
C  3.36  -3.48  0.13  -0.253
C  2.06  -4.54  0.08  -0.415
F  1.14  -4.38  1.23  -0.148
P  1.25  -4.51  -1.64  0.804
C  -0.41  -3.83  -1.01  -0.292
C  -0.35  -2.22  -0.54  -0.183
C  -1.77  -1.42  -0.93  -0.330
C  -1.90  -1.20  -2.55  -0.108
C  -3.09  -2.12  -0.22  -0.194
C  -4.52  -1.63  -0.84  -0.206
C  -5.39  -2.85  -1.56  -0.088
C  -5.48  -4.25  -1.04  -0.272
C  -5.30  -5.52  -2.10  -0.108
C  -5.71  -4.56  0.57  -0.084
C  0.65  -4.51  -3.45  -0.361
O  -0.37  -5.52  -3.77  -0.285
O  0.11  -6.73  -3.75  -0.097
H  1.98  -1.92  1.07  0.083
H  3.85  -1.36  0.81  0.082
H  2.68  -1.46  -0.70  0.067
H  4.03  -3.84  1.04  0.109
H  4.06  -3.62  -0.83  0.108
H  2.57  -5.61  0.21  0.113
H  1.62  -5.90  -1.79  0.032
H  2.25  -3.51  -2.04  0.045
H  -0.96  -4.51  -0.21  0.104
H  -1.15  -3.82  -1.95  0.088
H  0.52  -1.67  -1.11  0.100
H  -0.22  -2.24  0.63  0.110
H  -1.69  -0.33  -0.45  0.139
H  -2.82  -1.73  -3.05  0.081
H  -0.92  -1.66  -3.05  0.063
H  -1.85  -0.03  -2.80  0.094
H  -3.07  -1.75  0.91  0.117
H  -3.01  -3.30  -0.15  0.100
H  -4.44  -0.66  -1.53  0.115
H  -5.20  -1.28  0.08  0.102
H  -6.04  -2.62  -2.53  0.108
H  -4.56  -5.15  -2.97  0.082
H  -4.68  -6.35  -1.50  0.081
H  -6.32  -5.93  -2.51  0.077
H  -4.76  -4.11  1.13  0.074
H  -6.69  -4.10  1.01  0.061
H  -5.64  -5.74  0.77  0.084
H  1.58  -4.75  -4.16  0.112
H  0.33  -3.40  -3.75  0.104
H  -0.28  -7.14  -2.90  0.144
O  -9.64  -4.25  0.57  0.137
C  -9.62  -3.43  1.48  -0.514
O  -8.51  -2.72  1.86  0.038
C  -8.95  -1.74  2.77  -0.139
C  -10.22  -2.31  3.31  -0.143
O  -10.70  -3.11  2.25  0.064
H  -8.20  -1.57  3.55  0.138
H  -9.11  -0.80  2.23  0.137
H  -10.05  -2.95  4.19  0.136
H  -10.95  -1.53  3.57  0.137
O  2.22  0.89  -0.51  0.113
C  3.36  1.30  -0.51  -0.510
O  4.45  0.58  -0.10  0.019
C  5.60  1.32  -0.46  -0.125
C  5.09  2.73  -0.55  -0.147
O  3.73  2.55  -0.92  0.075
H  6.38  1.21  0.30  0.140
H  5.97  0.95  -1.41  0.136
H  5.13  3.25  0.41  0.103
H  5.62  3.31  -1.30  0.139
O  6.08  5.22  0.41  0.116
C  5.21  5.69  1.13  -0.496
O  5.27  6.92  1.71  0.063
C  3.99  7.18  2.26  -0.151
C  3.42  5.81  2.46  -0.128
O  4.05  5.05  1.45  0.053
H  4.08  7.74  3.20  0.142
H  3.42  7.78  1.54  0.124
H  3.68  5.39  3.43  0.136
H  2.33  5.80  2.34  0.141
O  4.32  9.92  1.26  0.129
C  5.46  10.34  1.26  -0.496
O  6.55  9.61  1.68  0.058
C  7.70  10.36  1.32  -0.135
C  7.19  11.76  1.22  -0.140
O  5.83  11.59  0.86  0.069
H  8.48  10.25  2.07  0.139
H  8.07  9.98  0.36  0.140
H  7.23  12.28  2.18  0.136
H  7.72  12.34  0.47  0.138

As for the structure (SMILES): CC[C@@H](F)[PH2](CC[C@@H](C)CCC=C(C)C)COO.O=C1OCCO1.O=C1OCCO1.O=C1OCCO1.O=C1OCCO1. Its multiplicity is 1. The calculation puts the HOMO-LUMO gap at 7.75 eV. For the HOMO energy, the calculation gives -0.2688 hartree.


# 5
Formula: C5H9NO
Source: the Open Molecules 2025 dataset
Level of theory: ωB97M-V/def2-TZVPD

Each line ends with the Löwdin charge.
CARTESIAN COORDINATES (ANGSTROEM)
C  -0.19  1.81  -1.35  -0.061
C  -0.65  0.96  -0.18  -0.236
C  -0.83  -0.57  -0.38  -0.098
N  0.18  -0.77  0.65  -0.095
C  0.84  -1.94  1.16  -0.032
C  0.45  0.56  0.83  -0.446
O  1.27  1.14  1.50  0.080
H  0.64  1.33  -1.89  0.085
H  0.15  2.78  -1.00  0.082
H  -1.01  1.97  -2.06  0.076
H  -1.51  1.41  0.33  0.143
H  -1.81  -0.98  -0.12  0.116
H  -0.53  -0.93  -1.37  0.119
H  1.06  -1.81  2.22  0.091
H  0.17  -2.80  1.05  0.086
H  1.77  -2.16  0.62  0.089

As for the structure (SMILES): C[C@H]1CN(C)C1=O. Its multiplicity is 1. The calculation puts the HOMO-LUMO gap at 10.22 eV. For the HOMO energy, the calculation gives -0.3429 hartree.


# 6
Formula: C18H22BrCdN4O2S3
Source: the Open Molecules 2025 dataset
Level of theory: ωB97M-V/def2-TZVPD

Each line ends with the Löwdin charge.
CARTESIAN COORDINATES (ANGSTROEM)
Cd  1.02  -0.30  0.80  1.136
C  2.78  -3.86  4.88  -0.030
C  2.87  -3.49  3.43  -0.234
C  3.64  -4.22  2.53  0.011
C  3.69  -3.87  1.19  -0.078
C  2.96  -2.76  0.79  -0.749
Br  2.95  -2.23  -1.02  0.777
N  2.24  -2.04  1.63  -0.090
C  2.19  -2.40  2.92  -0.088
H  3.77  -3.98  5.31  0.092
H  2.25  -4.81  5.00  0.094
H  2.25  -3.10  5.45  0.083
H  4.20  -5.08  2.87  0.134
H  4.27  -4.43  0.47  0.113
H  1.56  -1.78  3.56  0.103
O  -1.39  -2.36  -2.20  -0.258
S  -1.40  -1.11  -1.52  0.616
O  -0.72  0.01  -2.11  -0.312
N  -0.83  -1.25  0.03  -0.252
C  -1.70  -0.79  0.93  -0.894
S  -1.21  -0.38  2.48  0.613
C  -3.05  -0.56  0.37  -0.238
C  -4.23  -0.23  1.03  -0.008
C  -5.37  -0.06  0.26  -0.042
C  -5.35  -0.19  -1.12  -0.043
C  -4.17  -0.51  -1.79  -0.020
C  -3.04  -0.68  -1.01  -0.224
H  -4.24  -0.13  2.10  0.115
H  -6.30  0.19  0.76  0.116
H  -6.26  -0.04  -1.68  0.116
H  -4.14  -0.62  -2.86  0.129
C  -1.28  2.94  -1.89  -0.041
N  -0.28  2.83  -0.83  -0.176
C  -0.82  2.90  0.52  -0.067
C  0.98  2.46  -1.07  -0.731
S  2.01  1.83  0.18  0.581
N  1.52  2.70  -2.27  -0.189
C  1.16  3.86  -3.09  -0.028
C  2.71  1.99  -2.74  -0.067
H  -2.19  2.46  -1.53  0.094
H  -0.95  2.41  -2.77  0.081
H  -1.51  3.98  -2.12  0.100
H  -1.52  3.73  0.57  0.103
H  -0.03  3.06  1.25  0.056
H  -1.36  1.98  0.78  0.055
H  0.60  4.58  -2.49  0.093
H  0.58  3.59  -3.97  0.100
H  2.09  4.34  -3.41  0.102
H  2.74  0.99  -2.32  0.049
H  3.62  2.53  -2.47  0.098
H  2.65  1.92  -3.83  0.100

Its multiplicity is 1. The calculation puts the HOMO-LUMO gap at 8.66 eV. For the HOMO energy, the calculation gives -0.4317 hartree. Its total charge is +1.